C12H25N3O3 | ωB97M-V with the def2-TZVPD basis set

ΔE to the lowest compared entry with this formula, charge and spin	269.41	kcal per mole
LUMO energy	0.114	eV
gap between HOMO and LUMO	0.315	Eh
total energy	-23452.0788	eV

The geometry in ORCA input format:
```
! RIJCOSX wB97M-V def2-TZVPD def2/J DEFGRID3
* xyz 0 1
C 2.985 0.965 -0.168
C 1.410 1.168 -0.609
C 3.137 -0.588 0.252
C 2.671 -1.555 -0.645
C 4.375 -1.025 0.835
C 5.609 -0.908 -0.155
C -1.087 1.040 -0.415
C -1.571 2.275 0.199
C -1.871 -0.128 0.166
C -3.179 -0.352 -0.561
C -4.044 -1.337 0.214
C -5.460 -1.400 -0.223
H 2.380 3.082 1.216
H 2.581 1.142 2.054
H 3.486 1.365 -1.168
H 2.559 -0.546 1.197
H 2.609 -2.624 -0.157
H 3.002 -1.552 -1.660
H 1.597 -1.289 -0.876
H 4.308 -1.972 1.420
H 4.788 -0.351 1.694
H 5.888 -1.740 -1.015
H 5.153 0.094 -0.741
H 6.536 -0.790 0.243
H 0.432 0.147 0.919
H -1.336 0.863 -1.476
H -1.137 -1.138 0.133
H -2.047 0.202 1.215
H -3.117 -0.564 -1.577
H -3.600 0.584 -0.384
H -4.096 -1.383 1.343
H -3.464 -2.226 0.077
H -6.182 -2.215 0.262
H -5.818 -1.414 -1.316
H -6.426 0.415 1.187
H -5.927 0.633 -0.817
H -0.429 3.056 -1.069
N 3.019 1.921 1.022
N 0.394 0.552 -0.167
N -6.102 -0.075 0.268
O 1.336 2.139 -1.483
O -2.488 2.306 1.024
O -0.877 3.226 -0.257
*
```

***

C6H6 | ωB97M-V with the def2-TZVPD basis set

structure (SMILES)	C#CC#CCC
ΔE to the lowest compared entry with this formula, charge and spin	126.22	kcal per mole
LUMO energy	0.137	eV
gap between HOMO and LUMO	0.341	Eh
total energy	-6313.7268	eV

The geometry in ORCA input format:
```
! RIJCOSX wB97M-V def2-TZVPD def2/J DEFGRID3
* xyz 0 1
C 2.711 -0.444 0.494
C 2.292 0.093 -0.511
C 1.383 0.543 -1.487
C 0.205 0.291 -1.258
C -0.737 -0.349 -0.341
C -1.753 0.524 0.380
H 3.036 -0.935 1.385
H -1.177 -1.265 -0.742
H 0.044 -0.675 0.378
H -2.197 -0.033 1.212
H -1.259 1.411 0.788
H -2.549 0.839 -0.298
*
```

***

HOMO energy values, unit Ha, following the record order: -0.3110, -0.3364.